one:
C20H17Cl5GeN6OS2Sc as an isolated structure, computed with wB97M-V/def2-TZVPD.

Values from the calculation:
total charge	0
spin multiplicity	2
lowest unoccupied orbital energy (spin up / spin down)	-1.339 / -1.339	eV
⟨S²⟩	0.76
HOMO (spin up / spin down)	-6.634 / -8.372	eV

XYZ file:
```
53
Properties=species:S:1:pos:R:3:nbo_charge:R:1
Ge 2.5350 1.4759 -1.8961 1.2724
Sc 1.0023 -0.6091 0.0774 1.3623
Cl -0.0486 2.6499 -3.4393 0.0382
Cl 2.5236 3.6944 -1.3773 -0.5153
Cl 4.6552 1.0720 -2.5395 -0.4522
Cl 0.2254 -2.5418 -1.9479 0.0949
Cl 2.9779 0.9431 0.3623 -0.3927
S 2.9981 -2.3987 0.1200 -0.2023
S 3.6926 -3.8290 2.6946 0.3256
O -1.6001 5.2662 2.3373 -0.6087
N 1.3562 -2.9849 2.2160 -0.4174
N 0.8795 0.3014 -1.6741 -1.2030
N -0.2392 5.0268 0.5464 -0.8079
N 0.1799 0.9473 1.6539 -0.5100
N 0.4435 -2.2863 1.4739 -0.3131
N -1.3573 -0.8527 0.1159 -0.4885
C -1.4964 -0.6963 -5.0306 -0.2261
C -4.0541 -1.4509 0.2056 -0.1387
C -0.8254 4.5951 1.6808 0.6522
C -3.5950 -0.3897 -0.5533 -0.2443
C -2.2324 -0.1254 -0.5690 0.0893
C 0.1182 0.0190 -2.7914 0.1885
C -1.8021 -1.8778 0.8620 0.1614
C -0.3642 0.9648 -3.7146 -0.0978
C -1.0757 -1.6702 -4.1380 -0.2130
C -0.2936 -1.3006 -3.0638 -0.0888
C -0.0238 2.2125 1.2644 0.0854
C -1.1415 0.6235 -4.8089 -0.2128
C 5.2296 -3.7383 1.7689 -0.7542
C -0.7818 -2.6324 1.5957 0.0661
C -0.4993 3.1908 2.1207 -0.1690
C -0.5114 1.5505 3.8567 -0.2510
C 2.5473 -3.0095 1.6551 -0.0757
C -3.1451 -2.2083 0.9307 -0.2195
C -0.7491 2.8470 3.4425 -0.0911
C -0.0570 0.6292 2.9291 0.0730
H 5.9609 -4.2610 2.3845 0.2314
H -1.0587 -3.4828 2.2131 0.2126
H -2.1034 -0.9632 -5.8842 0.2234
H -4.2682 0.2298 -1.1279 0.2361
H -1.4748 1.4052 -5.4772 0.2321
H -1.1364 3.6044 4.1111 0.2513
H -0.6810 1.2434 4.8788 0.2329
H 0.1304 -0.3979 3.2162 0.2157
H -1.8219 0.6939 -1.1476 0.2253
H -5.1094 -1.6870 0.2376 0.2294
H 0.1689 2.4177 0.2172 0.2277
H 5.5436 -2.7090 1.6188 0.2384
H 0.4933 4.5239 0.0673 0.4209
H 5.1398 -4.2396 0.8087 0.2351
H -0.4436 5.9665 0.2518 0.4108
H -1.3438 -2.7089 -4.2725 0.2301
H -3.4667 -3.0431 1.5383 0.2308
```


two:
C20H17Cl5GeN6OS2Sc as an isolated structure, computed with wB97M-V/def2-TZVPD.

Values from the calculation:
total charge	0
spin multiplicity	2
lowest unoccupied orbital energy (spin up / spin down)	-0.871 / -1.048	eV
⟨S²⟩	0.77
HOMO (spin up / spin down)	-6.995 / -7.001	eV

XYZ file:
```
53
Properties=species:S:1:pos:R:3:nbo_charge:R:1
Ge -0.8875 -2.1393 3.8957 1.0453
Sc 0.5593 -0.4082 1.1328 1.2777
Cl -2.3689 2.9759 -3.6132 0.0490
Cl 1.0531 -2.5424 2.4329 -0.4653
Cl -1.5238 -0.2756 2.4887 -0.3951
Cl 1.6518 1.0774 -0.8616 1.2129
Cl -2.1470 -3.6180 2.7590 -0.5592
S -0.0578 0.8368 6.0357 0.2505
S 0.3051 2.6234 3.5947 -0.2557
O -4.4242 -0.3949 -1.5146 -0.5714
N -0.8274 -1.8752 -0.1195 -0.5147
N -0.1771 1.2614 -0.3211 -0.3718
N -0.8160 2.0283 -1.0947 -0.1763
N 1.4369 0.2257 4.0805 -0.4753
N 1.8569 0.3731 2.7709 -0.3318
N -4.4343 -1.8176 -3.2754 -0.8187
C -0.5138 -3.1405 -0.4177 0.0840
C 3.4711 0.4504 1.0245 -0.3603
C -0.6523 2.9506 -3.4021 -0.0360
C 3.1008 0.3605 2.5008 0.1545
C 2.1567 2.5255 -3.2289 -0.2127
C -1.2686 -3.9145 -1.2776 -0.2525
C 1.2991 2.2364 -2.1969 -0.1686
C -3.9311 -1.3299 -2.1040 0.6558
C -0.1035 2.3809 -2.2570 0.0284
C -2.3910 -3.3566 -1.8664 -0.1202
C -2.7279 -2.0468 -1.5592 -0.1833
C 0.6417 1.2168 4.4448 -0.1050
C 1.6203 -0.5666 -1.2646 -0.6591
C 0.2164 3.3858 -4.4111 -0.1891
C 1.6174 3.1739 -4.3259 -0.2221
C -1.9272 -1.3522 -0.6645 0.1135
C 2.3995 1.3946 0.4959 -0.5072
C 3.4392 -0.9352 0.4172 -0.2305
C -1.0715 2.2806 6.3741 -0.7483
C 2.6618 -1.3164 -0.6167 -0.2461
H -3.0108 -3.9496 -2.5273 0.2232
H 4.0972 -1.6825 0.8434 0.2292
H 0.3598 -3.5455 0.0751 0.2260
H -0.4635 3.1814 6.3815 0.2347
H 2.2746 3.5103 -5.1143 0.2286
H 1.0422 -0.8522 -2.1290 0.2636
H -3.8624 -2.3693 -3.8895 0.3901
H -1.5015 2.1120 7.3615 0.2199
H 3.8469 0.3288 3.2908 0.2108
H 3.2189 2.3154 -3.1652 0.2351
H -2.2025 -0.3423 -0.3879 0.2517
H -5.1755 -1.2796 -3.6939 0.4103
H 4.4742 0.8831 0.9468 0.2345
H -0.9857 -4.9404 -1.4646 0.2332
H -1.8599 2.3864 5.6340 0.2321
H 2.7324 -2.3497 -0.9416 0.2462
H -0.2203 3.8654 -5.2758 0.2358
```


Most stable: one. Least stable: two.


one:
A 5-piece molecular cluster, C20H25F15O10 overall, computed with wB97M-V/def2-TZVPD.

Values from the calculation:
structure (SMILES)	CCOC(=O)C(F)(F)F.CCOC(=O)C(F)(F)F.CCOC(=O)C(F)(F)F.CCOC(=O)C(F)(F)F.CCOC(=O)C(F)(F)F
total charge	0
lowest unoccupied orbital energy	0.298	eV
HOMO	-11.057	eV

XYZ file:
```
70
Properties=species:S:1:pos:R:3:nbo_charge:R:1
F 3.2541 0.0361 0.0933 -0.2995
F -4.2323 -0.0452 -6.3045 -0.2938
F 4.2507 -3.8183 4.2000 -0.3082
F -4.1348 -3.2380 -3.0101 -0.3072
F 3.5682 -1.8267 3.7291 -0.3053
F -2.3910 -0.5358 -5.2470 -0.3235
F 2.6559 -0.1602 7.2329 -0.2961
F -2.0285 -3.6342 -2.5659 -0.2983
F -2.3606 -0.1166 -7.3646 -0.2974
F 2.8800 -2.8357 5.5211 -0.3029
F -3.6321 -4.6362 -1.4373 -0.3044
F 1.3896 0.1096 1.1572 -0.3067
F 2.3792 1.9496 0.6676 -0.3031
F 1.8352 0.0240 5.2555 -0.3100
F 0.9366 1.1272 6.8789 -0.3085
O 1.4732 -2.8001 2.6117 -0.4753
O -2.0109 1.9207 -4.7817 -0.4855
O 3.0534 2.2403 4.8669 -0.4729
O -3.2027 2.5706 -6.5440 -0.5368
O 3.5648 2.4609 7.0247 -0.5483
O 1.7022 -4.7546 3.7015 -0.5487
O -4.1812 -1.4975 -1.1465 -0.4633
O -2.4476 -2.3958 -0.0602 -0.5629
O 0.1983 0.2512 -1.0906 -0.4777
O 1.9729 1.1507 -2.1099 -0.5540
C -0.7629 3.4974 -3.3602 -0.6396
C -0.4739 -0.0257 -2.3200 -0.0827
C -3.2167 -2.3691 -0.9758 0.6984
C 3.4556 3.8656 3.1478 -0.6318
C 3.7623 3.4579 4.5601 -0.0775
C 1.0968 -3.2084 0.2787 -0.6202
C -3.3527 0.6076 -0.0833 -0.6492
C 2.1295 0.7264 0.2345 0.9025
C 1.4160 0.7392 -1.1308 0.6936
C 0.5020 -3.2541 1.6912 -0.0901
C -2.7202 1.7084 -5.8788 0.6885
C -1.6418 3.3054 -4.5951 -0.0771
C 3.2123 -2.9912 4.2499 0.9006
C -0.0475 -1.2592 -3.0541 -0.6516
C -3.2359 -3.4992 -2.0392 0.9042
C 2.0994 0.6927 6.3846 0.9013
C 3.0059 1.8952 6.1306 0.6898
C 2.0285 -3.6358 3.4625 0.6997
C -2.9407 0.2162 -6.2206 0.9059
C -4.3929 -0.5124 -0.1603 -0.0843
H -0.3680 0.8730 -2.9303 0.1992
H 4.0047 4.7628 2.8685 0.2230
H 2.0667 -3.7065 0.3045 0.2124
H 4.8296 3.2985 4.7173 0.1943
H -0.3873 -2.6195 1.7008 0.2059
H 3.4518 4.2158 5.2803 0.1972
H -0.1616 -2.0893 -2.3495 0.2195
H 1.1978 -2.2124 -0.1433 0.2067
H 0.4310 -3.7769 -0.3756 0.2173
H 0.1157 -4.2535 1.8959 0.2064
H -1.5467 -0.0816 -2.1380 0.1927
H -2.5743 3.8348 -4.3913 0.1895
H -3.5482 1.2467 0.7787 0.2291
H -1.1872 2.9272 -2.5338 0.2124
H 3.6900 3.0778 2.4315 0.2241
H -0.7021 -1.4949 -3.8906 0.2395
H -0.5511 4.5354 -3.1230 0.2342
H -2.4237 0.0978 0.1811 0.2348
H -1.2139 3.7179 -5.5047 0.2024
H -3.3342 1.2383 -0.9695 0.2100
H 2.3916 4.0567 2.9927 0.2149
H 0.2277 3.0562 -3.5152 0.2237
H -5.3843 -0.0741 -0.2592 0.2012
H 0.9573 -1.1825 -3.4686 0.2255
H -4.3966 -0.9509 0.8418 0.1941
```


two:
A 5-piece molecular cluster, C20H25F15O10 overall, computed with wB97M-V/def2-TZVPD.

Values from the calculation:
structure (SMILES)	CCOC(=O)C(F)(F)F.CCOC(=O)C(F)(F)F.CCOC(=O)C(F)(F)F.CCOC(=O)C(F)(F)F.CCOC(=O)C(F)(F)F
total charge	0
lowest unoccupied orbital energy	0.679	eV
HOMO	-11.086	eV

XYZ file:
```
70
Properties=species:S:1:pos:R:3:nbo_charge:R:1
F -0.1277 0.9888 3.8806 -0.3263
F 0.5242 -3.6045 -0.5709 -0.3212
F 2.5371 -2.9150 -0.2339 -0.3070
F 0.6091 -0.9653 3.2969 -0.2884
F 1.1351 -1.7144 -1.4254 -0.2926
F -4.9358 0.7590 3.0067 -0.2966
F -3.6847 -0.9761 2.5522 -0.3140
F 0.0732 2.8578 -3.5542 -0.3002
F 1.9863 0.7642 3.3938 -0.3041
F -1.4080 -0.6202 -3.0620 -0.3135
F -2.1256 -0.9080 -5.0453 -0.3021
F -1.1654 3.6347 -1.9774 -0.2950
F -0.8212 -2.3961 -4.1560 -0.3014
F -3.0561 0.4996 4.0201 -0.3135
F -0.8636 4.7852 -3.7668 -0.3161
O 1.9176 -3.1464 -3.4912 -0.5396
O 1.1770 -1.2179 5.9744 -0.5380
O -3.6557 -3.1016 -4.0535 -0.5529
O 1.5162 5.5287 -3.0561 -0.4702
O 2.6323 -4.8000 -2.1439 -0.4824
O -1.6931 0.8300 1.7033 -0.4640
O 1.3371 0.9882 6.1075 -0.4883
O 1.2761 4.3653 -1.1538 -0.5575
O -3.1723 -2.1584 -2.0859 -0.4818
O -3.5424 1.8584 0.9975 -0.5374
C -3.6830 0.3414 2.8314 0.8993
C 2.5870 6.3113 -2.5238 -0.0765
C -4.2207 -2.9404 -1.4404 -0.0710
C 1.7030 2.5222 7.8098 -0.6275
C -2.9738 1.0997 1.7247 0.6876
C 0.9315 4.6610 -2.2578 0.6944
C -4.1839 -2.7029 0.0533 -0.6269
C 2.0961 -6.3121 -3.9988 -0.6424
C 2.0164 -3.6600 -2.4265 0.6920
C 3.1768 -5.4974 -3.2993 -0.0768
C 1.5503 -2.9314 -1.1374 0.9003
C 3.8639 5.5399 -2.4519 -0.6502
C 1.1762 -0.1408 5.4613 0.6994
C -0.7369 0.8030 -0.4509 -0.6567
C -0.2788 3.9481 -2.8947 0.9014
C 0.9490 0.1329 3.9579 0.9037
C -3.0109 -2.3578 -3.3763 0.6922
C 1.4627 1.0559 7.5275 -0.0734
C -0.8530 1.5862 0.8390 -0.1017
C -1.8215 -1.5528 -3.9275 0.9019
H 2.2999 0.4555 7.8941 0.1909
H 3.5710 -4.7127 -3.9442 0.2023
H 1.7599 -7.0173 -3.2379 0.2149
H -3.3821 -3.3128 0.4752 0.2156
H -1.6397 0.7402 -1.0659 0.2239
H 2.6055 2.8502 7.2910 0.2161
H 1.2407 -5.7067 -4.3015 0.2269
H 1.7780 2.8175 8.8525 0.2233
H 0.5932 0.6354 8.0344 0.1954
H 0.0055 1.0829 -1.2056 0.2288
H -4.0989 -3.9709 -1.7660 0.2012
H -1.1231 2.6121 0.5799 0.2154
H -0.4772 -0.2522 -0.3258 0.2199
H -5.1008 -3.1631 0.4216 0.2227
H -4.0408 -1.6549 0.2796 0.2286
H -5.1403 -2.5195 -1.8533 0.1876
H 2.2418 6.6766 -1.5490 0.1938
H 2.6679 7.2059 -3.1439 0.1987
H 0.9051 3.0714 7.3044 0.2188
H 2.4414 -6.7663 -4.9249 0.2271
H 3.9353 -6.1229 -2.8411 0.1991
H 4.0959 5.1400 -3.4435 0.2187
H 4.7564 6.1363 -2.2595 0.2279
H 0.1365 1.7737 1.2560 0.2049
H 3.7487 4.7596 -1.7028 0.2322
```


Most stable: one. Least stable: two.


one:
A 2-piece molecular cluster, C5H6BrF overall, computed with wB97M-V/def2-TZVPD.

Values from the calculation:
total charge	0
lowest unoccupied orbital energy	-0.660	eV
HOMO	-9.858	eV

XYZ file:
```
13
Properties=species:S:1:pos:R:3:nbo_charge:R:1
Br -3.9235 0.8918 -0.1483 0.0937
F -3.3619 -1.5793 0.3804 -0.3345
C -0.2692 -0.1697 0.9899 -0.4270
C 1.7294 1.0949 -0.3158 -0.4605
C 1.9430 -0.3986 -0.6298 -0.4498
C -3.7863 -0.8408 -0.6612 0.2450
C 0.8111 0.0733 0.3362 0.0112
H -0.4107 -1.2946 1.0867 0.2036
H -0.9261 0.4857 1.6516 0.2188
H 1.1748 1.6279 -1.2027 0.2193
H 1.6747 -0.7507 -1.6313 0.2272
H 2.8207 -0.8023 -0.0772 0.2235
H 2.5241 1.6623 0.2215 0.2295
```


two:
One molecule with the formula C5H6BrF, computed with wB97M-V/def2-TZVPD.

Values from the calculation:
structure (SMILES)	C[C@H]1CC(F)=C1Br
total charge	0
lowest unoccupied orbital energy (spin up / spin down)	-0.278 / 0.224	eV
HOMO (spin up / spin down)	-8.048 / -8.086	eV

XYZ file:
```
13
Properties=species:S:1:pos:R:3:nbo_charge:R:1
Br -3.5604 -0.1757 0.4132 0.1134
F -1.7901 3.1977 -0.5465 -0.2789
C -0.5399 0.1402 0.3686 -0.2971
C -1.3625 2.1939 0.0595 0.4806
C -1.9102 0.4404 -0.1104 -0.1929
C -0.0365 1.6006 0.1115 -0.5272
C 0.1649 -1.0996 -0.3344 -0.6150
H 0.5447 1.7553 1.0093 0.2304
H -0.5405 -0.0388 1.4791 0.2019
H 0.5141 1.8161 -0.7917 0.2212
H 0.4569 -0.7716 -1.3380 0.2089
H 1.1579 -1.3270 0.0933 0.2238
H -0.6619 -1.8665 -0.4094 0.2309
```


Most stable: two. Least stable: one.